#A
Density functional theory data (ωB97M-V/def2-TZVPD) for 8 unconnected molecules or ions with the total composition C16H48O16.

```
80
Properties=species:S:1:pos:R:3:mulliken_charge:R:1
O -17.782 -0.908 -29.737 -0.56
O -13.416 2.287 -31.117 -0.44
O -15.996 1.892 -24.336 -0.55
O -18.565 0.910 -23.265 -0.52
O -12.040 -3.202 -27.381 -0.54
O -20.342 -4.302 -28.447 -0.51
O -16.003 0.515 -27.919 -0.47
O -13.910 4.552 -33.328 -0.55
O -12.842 -3.694 -23.846 -0.60
O -15.654 2.841 -29.482 -0.51
O -16.838 -5.068 -29.298 -0.58
O -15.472 -2.694 -24.184 -0.42
O -16.024 -1.994 -26.774 -0.30
O -19.848 0.591 -31.137 -0.53
O -16.897 -5.430 -22.231 -0.56
O -16.803 5.034 -31.146 -0.52
C -12.798 -3.998 -25.210 0.09
C -12.815 4.187 -32.506 -0.42
C -12.764 2.679 -32.338 -0.55
C -16.764 3.651 -31.505 -0.34
C -15.974 -4.449 -22.647 -0.69
C -20.059 -0.314 -30.073 -0.80
C -17.279 0.434 -22.875 -0.40
C -16.434 -3.720 -23.887 -0.02
C -18.907 -0.307 -29.104 0.19
C -16.849 2.838 -30.258 0.05
C -16.339 0.539 -24.049 0.23
C -17.946 -4.276 -28.914 0.54
C -14.771 -0.148 -27.654 -0.24
C -15.071 -1.627 -27.756 -0.27
C -19.235 -5.086 -28.879 -0.45
C -12.101 -2.896 -26.000 -0.34
H -19.295 0.151 -31.788 0.31
H -12.246 -4.932 -25.383 0.34
H -16.465 5.565 -31.870 0.28
H -13.796 -4.142 -25.642 -0.03
H -11.710 2.387 -32.280 0.42
H -14.461 0.068 -26.624 0.27
H -17.626 -4.983 -21.791 0.34
H -19.467 -5.486 -29.863 0.30
H -17.404 -3.224 -23.713 0.33
H -17.373 -0.621 -22.575 0.18
H -13.214 2.202 -33.212 0.34
H -15.055 -4.974 -22.917 0.27
H -15.136 2.072 -23.949 0.34
H -19.170 -0.840 -28.179 0.23
H -19.120 -5.954 -28.211 0.31
H -19.059 1.156 -22.479 0.30
H -11.866 4.480 -32.968 0.34
H -16.606 -4.393 -24.733 0.20
H -17.640 3.218 -29.611 0.28
H -17.133 1.806 -30.507 -0.03
H -17.614 3.436 -32.164 0.31
H -15.465 -0.074 -23.823 0.27
H -16.988 -0.484 -29.385 0.18
H -12.659 -1.966 -25.852 0.05
H -16.843 -1.498 -26.885 0.11
H -20.152 -4.003 -27.553 0.29
H -15.741 -3.708 -21.878 0.30
H -14.167 -2.211 -27.581 -0.07
H -20.992 -0.078 -29.563 0.37
H -11.310 -3.809 -27.528 0.32
H -18.067 -3.505 -29.678 -0.02
H -13.722 -3.333 -23.672 0.36
H -16.638 -5.687 -28.589 0.33
H -15.836 1.462 -28.046 0.18
H -15.696 -2.399 -25.087 0.41
H -17.806 -3.725 -27.975 -0.18
H -16.871 0.177 -24.931 -0.14
H -12.879 4.652 -31.519 0.31
H -14.232 5.415 -33.056 0.30
H -14.864 2.821 -30.038 0.30
H -13.999 0.158 -28.365 0.31
H -16.897 0.981 -22.006 0.33
H -11.104 -2.715 -25.584 0.41
H -13.318 1.334 -31.038 0.19
H -15.432 -1.860 -28.763 0.32
H -15.851 3.420 -32.065 0.20
H -18.700 0.731 -28.818 0.23
H -20.174 -1.342 -30.446 0.31
```

The structure (SMILES) is OCCO.OCCO.OCCO.OCCO.OCCO.OCCO.OCCO.OCCO.

#B
Density functional theory data (ωB97M-V/def2-TZVPD) for 8 unconnected molecules or ions with the total composition C16H48O16.

```
80
Properties=species:S:1:pos:R:3:mulliken_charge:R:1
O 9.253 -2.443 5.151 -0.50
O 7.091 -3.476 3.611 -0.56
O 0.782 -4.932 5.218 -0.53
O 0.708 1.099 -3.950 -0.51
O -4.678 7.163 -3.399 -0.51
O -6.865 -5.680 2.827 -0.51
O -1.359 -4.901 7.148 -0.51
O -3.667 5.574 -5.673 -0.53
O 1.031 1.590 -10.234 -0.51
O 1.534 2.104 -13.109 -0.51
O -6.900 -7.286 0.244 -0.49
O -3.869 0.454 6.379 -0.52
O 7.018 3.436 0.747 -0.50
O -3.588 -1.022 3.765 -0.51
O -0.399 -1.346 -1.749 -0.52
O 7.162 5.409 2.958 -0.54
C 5.957 4.120 1.286 -0.42
C -4.915 0.101 5.430 -0.43
C -7.229 -5.206 1.499 -0.51
C 0.145 0.781 -2.683 -0.38
C 8.671 -1.638 4.143 -0.32
C 0.735 -0.574 -2.194 -0.29
C -6.409 -5.986 0.390 -0.37
C 7.222 -2.109 3.864 -0.36
C 6.040 4.571 2.751 -0.30
C -0.090 -5.626 7.396 -0.41
C -5.504 6.213 -4.039 -0.32
C 1.144 -5.009 6.624 -0.28
C -4.267 0.156 3.995 -0.37
C 1.846 2.663 -10.693 -0.30
C -5.038 6.139 -5.577 -0.44
C 1.160 3.026 -12.095 -0.50
H -6.728 -5.399 -0.471 0.29
H 1.594 4.011 -12.270 0.33
H 0.088 1.731 -4.320 0.29
H -3.037 6.191 -5.293 0.30
H 7.116 6.271 2.537 0.31
H -0.141 -2.268 -1.811 0.30
H -4.953 0.315 3.163 0.37
H -4.715 6.956 -2.462 0.31
H -0.162 -6.667 7.083 0.26
H 7.773 4.007 0.584 0.30
H -5.565 5.383 -6.158 0.33
H 0.089 3.189 -11.973 0.30
H -6.926 -7.559 1.164 0.34
H -5.665 0.892 5.404 0.32
H -8.279 -5.474 1.380 0.34
H -5.355 -5.805 0.601 0.27
H 9.326 -1.694 3.273 0.26
H 6.260 3.765 3.451 0.22
H 1.432 -4.023 6.990 0.24
H 6.239 -3.591 3.184 0.31
H -0.944 0.750 -2.708 0.32
H 1.220 1.331 -9.329 0.27
H 1.851 3.564 -10.080 0.32
H 5.585 4.946 0.679 0.32
H -3.313 -0.322 6.479 0.32
H 0.023 -4.346 5.169 0.31
H -5.407 5.242 -3.552 0.28
H 1.084 1.284 -12.895 0.33
H 5.116 4.988 3.152 0.29
H 2.079 -5.568 6.664 0.31
H 5.159 3.412 1.064 0.31
H -3.465 0.893 3.964 0.27
H 0.289 1.624 -2.008 0.26
H 1.632 -0.300 -1.638 0.26
H -5.385 -0.877 5.529 0.27
H -1.668 -5.398 6.386 0.31
H 6.502 -2.000 4.675 0.26
H 1.148 -1.108 -3.050 0.27
H -7.466 -5.212 3.412 0.30
H 0.056 -5.549 8.473 0.29
H -7.176 -4.149 1.239 0.35
H 2.882 2.354 -10.833 0.27
H -6.582 6.375 -4.069 0.29
H 8.890 -3.290 4.882 0.35
H -5.053 7.190 -5.867 0.27
H 8.532 -0.590 4.405 0.27
H 6.733 -1.762 2.954 0.30
H -3.438 -1.079 2.819 0.29
```

The structure (SMILES) is OCCO.OCCO.OCCO.OCCO.OCCO.OCCO.OCCO.OCCO.

Relative energies with respect to the most stable structure, expressed in hartree: #A 0.0000; #B 0.1638.